Formula: C48H133N9O20
Source: the Open Molecules 2025 dataset
Level of theory: ωB97M-V/def2-TZVPD

Structure (XYZ):
```
210
Properties=species:S:1:pos:R:3:forces:R:3
C -1.8693 1.5496 4.9550 -1.598 0.419 -1.254
C -1.2193 2.0525 3.6720 0.016 -1.583 -0.044
O -2.1181 2.3762 2.6373 0.297 1.859 -0.115
O -2.5645 0.3168 4.8278 0.985 -1.396 0.466
H -2.7074 2.2200 5.1453 0.564 0.941 0.746
H -1.1248 1.4725 5.7473 -0.295 -0.054 0.086
H -0.5548 1.2713 3.3027 0.366 -0.289 0.062
H -0.5768 2.8993 3.9132 -0.325 0.324 -0.181
H -2.7161 1.7213 2.2696 0.095 -0.695 0.671
H -3.2169 0.2938 4.1238 0.116 0.637 -0.324
C -2.9814 4.9882 -1.2030 -1.003 2.053 1.808
C -2.4083 5.0184 0.2625 0.350 -1.153 -0.104
O -1.5608 6.1089 0.5819 -0.090 1.117 -0.661
O -4.1911 5.8436 -1.2437 0.554 -1.061 -0.118
H -3.3222 3.9898 -1.4770 0.189 0.109 0.041
H -2.3138 5.4328 -1.9410 0.461 -0.524 0.118
H -1.7810 4.1627 0.5125 -0.231 -0.686 -0.639
H -3.1889 4.9824 1.0224 -0.579 -0.078 -0.497
H -1.7972 6.4044 1.4641 0.083 0.122 -0.074
H -3.9295 6.7561 -1.1009 0.227 0.031 0.047
C 1.2121 3.2569 -2.3948 0.336 -0.658 -0.223
C 2.2467 4.2468 -2.8410 0.147 -0.269 0.050
O 2.7990 4.8913 -1.7190 0.323 0.795 0.343
O -0.0282 3.8900 -2.1946 -0.795 -0.078 -0.320
H 1.4808 2.7507 -1.4676 0.525 0.071 0.150
H 1.1773 2.4612 -3.1389 -0.725 0.037 -0.210
H 1.7832 4.9693 -3.5126 -0.032 0.028 -0.233
H 3.0685 3.7655 -3.3712 0.022 -0.066 0.072
H 2.2251 5.5981 -1.4146 0.038 0.105 0.080
H 0.1489 4.7686 -1.8507 -0.184 0.096 0.218
C -5.3767 -0.3102 0.4842 0.307 0.861 0.353
C -4.6146 -0.4468 1.8062 0.845 -0.375 -0.116
O -4.3705 0.7876 2.4831 -0.214 0.573 -0.128
O -6.7209 -0.0404 0.7059 -1.989 -0.265 0.594
H -5.3385 -1.1738 -0.1797 0.262 -0.204 0.340
H -5.0589 0.5705 -0.0739 1.134 -0.166 -0.081
H -3.6014 -0.8086 1.6315 -0.003 -0.306 -0.359
H -5.0635 -1.0932 2.5603 -0.449 -0.454 -0.544
H -5.0715 0.9776 3.1108 -0.219 0.088 -0.108
H -6.8800 0.8870 0.8960 0.215 0.020 -0.018
C 0.4521 -5.3084 0.8049 -0.107 1.897 1.888
C 1.3956 -5.0766 2.0209 -1.886 -1.435 -0.780
O 2.2862 -6.1752 2.0754 1.320 0.506 0.317
O 0.9798 -4.7193 -0.3495 -0.082 -0.275 -0.822
H -0.4189 -4.7262 1.1056 -0.310 0.221 -0.569
H 0.0668 -6.3227 0.7007 0.510 -0.315 -0.133
H 0.7680 -4.9904 2.9079 0.025 -0.273 0.307
H 1.8603 -4.0947 1.9312 0.654 -0.326 -0.291
H 1.7905 -6.9827 2.2299 -0.137 0.100 0.058
H 1.7796 -5.1769 -0.6186 0.139 -0.200 0.007
C 0.8915 4.5033 1.8123 -0.361 0.498 0.751
O 2.0371 4.2956 2.5918 0.896 -0.970 -0.588
C 2.6195 2.9919 2.2526 0.595 1.678 1.957
C 4.0254 2.8525 2.9711 -1.023 0.456 -0.871
N 4.9335 3.8863 2.4861 -0.550 -0.399 1.279
C 6.2828 3.8032 3.0351 0.640 -0.317 -0.372
C 6.4696 3.8259 4.5518 -0.025 -0.472 0.405
O 6.5609 2.4579 5.1320 -0.621 1.347 -0.560
C 7.0046 2.4786 6.4842 -0.658 0.642 -0.098
H 0.1063 3.8228 2.1416 -0.277 -0.241 -0.416
H 1.0615 4.4216 0.7388 0.139 -0.241 -0.226
H 0.5235 5.5120 2.0002 0.166 0.028 0.033
H 2.6830 2.9558 1.1650 0.267 -0.331 -0.117
H 1.9147 2.2625 2.6519 0.085 -0.488 -0.244
H 4.3922 1.8528 2.7382 0.096 -0.512 -0.054
H 3.9580 2.9010 4.0579 -0.392 0.078 -0.005
H 4.9345 3.7581 1.4843 0.562 0.436 -0.482
H 6.8306 4.6329 2.5885 0.090 0.201 0.213
H 6.8310 2.9199 2.7073 0.074 -0.522 -0.231
H 5.6887 4.4721 4.9528 -0.699 -0.586 0.549
H 7.3558 4.3649 4.8867 0.520 -0.147 -0.539
H 6.5223 1.7202 7.1009 0.078 -0.494 -0.500
H 6.6519 3.3969 6.9538 0.360 0.331 0.104
H 8.0895 2.3924 6.5447 0.076 0.053 0.064
C -2.7108 -3.5227 -0.2529 1.769 1.672 0.018
C -3.2912 -2.7650 -1.4112 -0.567 -0.573 -1.464
C -2.6308 -2.9041 -2.8102 1.104 -0.732 1.303
O -3.3840 -2.2437 -3.7560 -0.490 0.395 -1.215
C -2.7887 -2.3260 -5.0609 -0.603 0.589 0.564
N -4.5991 -3.3902 -1.5073 -1.332 0.324 -0.775
H -3.2147 -3.1741 0.6485 -0.523 -0.689 -0.052
H -1.7133 -3.1171 -0.0838 0.578 -0.614 -0.014
H -2.7186 -4.5938 -0.4550 -0.004 0.083 0.398
H -3.3619 -1.6900 -1.2450 -0.147 -0.024 0.395
H -2.5509 -3.9524 -3.0981 -0.140 -0.599 0.186
H -1.5905 -2.5792 -2.8271 0.372 0.537 0.147
H -3.4872 -1.8882 -5.7740 0.019 0.160 0.161
H -2.6100 -3.3480 -5.3949 0.199 -0.194 0.305
H -1.8753 -1.7322 -5.0274 0.265 -0.151 -0.329
H -5.1414 -2.9382 -2.2296 -0.474 0.740 0.027
H -4.4188 -4.2488 -2.0078 0.005 -0.810 0.369
C 7.2375 2.7102 -1.0842 0.123 -1.045 -0.703
C 5.7065 2.3581 -1.0009 0.605 0.867 -0.414
C 5.3457 1.0992 -0.1468 0.803 0.946 0.330
O 5.8250 -0.1091 -0.7372 -0.018 0.118 0.798
C 5.7717 -1.2226 0.1790 -1.263 0.043 -0.459
N 5.0501 3.5979 -0.5432 -0.007 -0.172 0.501
H 7.7839 3.2225 -0.2923 -0.753 -0.332 0.850
H 7.4857 3.3658 -1.9190 -0.668 0.083 -0.415
H 7.7887 1.8029 -1.3312 0.076 -0.167 0.225
H 5.3983 2.1891 -2.0327 0.061 -0.508 -0.198
H 4.2962 1.0187 0.1363 -0.578 0.095 -0.750
H 5.7659 1.3033 0.8380 0.726 -0.304 0.280
H 4.8543 -1.2158 0.7676 -0.171 0.543 0.310
H 6.5932 -1.3218 0.8885 0.337 0.239 -0.378
H 5.5807 -2.1362 -0.3840 0.790 0.023 -0.269
H 5.5668 4.3932 -0.8906 0.435 0.013 0.158
H 4.1346 3.8086 -0.9141 -0.307 -0.675 0.038
C -2.6163 2.1788 -4.1353 1.049 -0.593 1.416
C -2.9270 3.1427 -5.1889 -0.182 0.716 -2.208
C -2.0293 4.4055 -5.2104 -0.819 0.483 1.182
O -2.1669 5.2800 -6.3630 0.000 -1.071 1.491
C -3.2742 6.1443 -6.2736 -0.718 0.507 -0.797
N -2.6625 2.5025 -6.5006 0.114 0.295 0.494
H -2.3373 2.6628 -3.1994 -0.551 0.071 0.313
H -1.6919 1.6506 -4.3690 0.085 -0.298 -0.243
H -3.4147 1.4447 -4.0265 0.137 0.057 0.193
H -4.0039 3.3091 -5.1652 -0.016 0.852 0.099
H -0.9832 4.1207 -5.0981 0.096 -0.220 -0.557
H -2.2224 4.9352 -4.2775 -0.155 0.644 0.008
H -3.1113 6.9365 -7.0044 0.267 0.226 0.267
H -3.4946 6.5587 -5.2898 0.597 0.049 0.249
H -4.2299 5.7322 -6.5976 -0.021 -0.771 -0.037
H -2.4678 3.3501 -7.0142 -0.315 -0.096 -1.336
H -1.7160 2.2081 -6.3069 0.483 -0.814 -0.588
C 4.4220 -2.6632 -3.4524 0.274 -0.103 -1.294
C 3.2380 -1.7600 -3.8114 -0.370 -0.803 0.751
C 1.9450 -2.6079 -3.7676 1.599 -0.518 -0.087
O 2.0221 -3.5790 -4.8150 -1.106 -0.233 -0.263
C 1.6481 -3.1115 -6.0982 0.484 0.412 -0.483
N 3.0973 -0.6955 -2.8567 -0.475 0.946 0.379
H 4.4798 -3.0106 -2.4208 -0.380 0.233 0.102
H 5.3473 -2.1437 -3.7015 0.150 0.086 0.225
H 4.3932 -3.5323 -4.1097 0.070 -0.199 0.064
H 3.3569 -1.3722 -4.8231 0.170 0.077 -0.075
H 1.0188 -2.0443 -3.6553 -0.187 0.247 -0.797
H 2.0150 -3.1657 -2.8338 -0.104 -0.313 0.036
H 1.6001 -3.8559 -6.8930 -0.212 -0.978 0.767
H 2.4339 -2.4994 -6.5409 -0.013 0.797 0.327
H 0.6848 -2.6017 -6.1120 -0.008 0.253 0.209
H 2.4404 -1.0022 -2.1535 -0.299 0.135 0.405
H 3.9526 -0.5077 -2.3534 0.340 0.054 -0.088
C -10.3011 -0.9859 -2.7495 -0.669 -0.374 -1.959
C -8.9430 -1.2995 -2.2060 -0.403 0.016 1.490
C -7.8626 -0.3598 -2.6947 -0.322 0.848 -0.827
O -6.5298 -0.7704 -2.5346 0.794 -0.289 -0.574
C -5.6076 0.1551 -3.1278 0.412 -0.312 0.862
N -9.1909 -1.1850 -0.7639 0.903 -0.421 0.542
H -10.2518 -0.9531 -3.8379 -0.059 0.717 -0.238
H -10.7554 -0.0952 -2.3156 0.142 0.147 -0.252
H -11.0095 -1.8066 -2.6374 0.159 -0.091 0.716
H -8.7326 -2.3319 -2.4851 0.418 -0.072 0.174
H -7.9580 0.6075 -2.2014 -0.356 0.292 0.272
H -8.0702 -0.1629 -3.7465 0.184 -0.016 -0.455
H -5.8313 0.4840 -4.1427 -0.503 -0.136 -0.050
H -4.6051 -0.2721 -3.1509 -0.246 -0.625 -0.063
H -5.4654 1.0217 -2.4823 -0.495 0.482 0.070
H -8.3122 -1.0807 -0.2770 0.335 -0.391 0.266
H -9.6033 -0.2756 -0.6121 -0.377 0.162 -0.009
C -2.4263 -6.1668 2.6445 1.003 0.280 -0.873
C -3.0447 -5.3515 3.7336 0.065 2.159 0.018
C -2.5639 -3.8298 3.7981 1.185 -1.992 -0.161
O -1.1115 -3.8243 3.9707 -1.647 -2.194 -0.861
C -0.6891 -2.5519 4.1735 0.742 1.675 0.248
N -4.5070 -5.4231 3.4965 0.580 -0.083 0.769
H -1.3437 -6.2388 2.7490 0.022 -0.241 0.378
H -2.5187 -5.6590 1.6845 -0.441 -0.033 -0.219
H -2.8743 -7.1579 2.5724 0.033 0.086 0.115
H -2.6081 -5.6926 4.6723 -1.117 -0.647 0.426
H -2.9922 -3.3421 4.6738 -0.297 0.070 0.004
H -2.8314 -3.3038 2.8816 0.001 0.218 -0.129
H 0.3932 -2.4354 4.1177 0.251 -0.548 0.072
H -0.9943 -2.2404 5.1724 -0.182 0.704 -0.063
H -1.0582 -1.9208 3.3650 -0.360 0.609 0.270
H -5.0598 -4.8547 4.1222 0.110 0.034 0.418
H -4.6777 -5.0223 2.5853 0.011 -0.101 -0.363
C 1.7806 -0.8223 1.3364 -0.098 1.281 0.943
C 0.4219 -1.0221 0.6867 0.920 -0.340 -0.367
C -0.3558 0.2469 0.2562 0.641 -0.236 0.891
O -1.6375 -0.1132 -0.1879 -1.302 0.081 -1.470
C -2.0534 0.7718 -1.2467 0.623 0.320 -0.023
N 0.7402 -1.8130 -0.5033 -0.534 0.441 -0.665
H 1.7245 -0.0657 2.1191 0.012 0.451 -0.023
H 2.5383 -0.5255 0.6111 0.018 -0.126 0.046
H 2.0943 -1.6801 1.9311 0.092 -0.440 -0.552
H -0.0948 -1.6366 1.4239 -0.971 0.278 -0.006
H 0.1859 0.7895 -0.5185 0.333 -0.308 -0.297
H -0.5366 0.9904 1.0325 0.519 -0.084 0.605
H -1.6959 1.7840 -1.0579 -0.036 0.233 0.312
H -3.1224 0.8617 -1.4398 -0.142 -0.615 0.627
H -1.5977 0.5183 -2.2038 0.185 -0.479 -0.048
H -0.0980 -1.9739 -1.0433 -0.229 -0.085 -0.147
H 1.0917 -2.7310 -0.2715 0.032 -0.114 0.141
C 4.4215 -4.3962 4.4973 -0.846 0.446 0.322
C 4.5593 -3.2519 3.4557 0.676 -0.535 1.510
C 5.7707 -2.2851 3.8191 -1.327 -0.403 0.712
O 5.7075 -1.7137 5.1495 -0.581 -1.269 -1.120
C 6.8515 -0.9476 5.4179 -0.095 0.231 0.240
N 4.8479 -3.8364 2.1467 0.754 0.655 0.274
H 5.2632 -5.0821 4.5923 0.522 0.457 -0.098
H 3.6042 -5.0748 4.2532 -0.271 0.167 -0.380
H 4.1602 -3.9933 5.4758 0.300 0.035 0.156
H 3.6120 -2.7141 3.4173 0.089 0.323 0.091
H 5.7489 -1.5147 3.0482 0.399 0.242 0.041
H 6.7091 -2.8389 3.8452 0.092 -0.287 -0.743
H 6.7380 -0.0182 4.8598 0.382 0.458 0.516
H 7.8202 -1.3822 5.1715 -0.024 -0.605 -0.635
H 6.9243 -0.8845 6.5037 -0.346 0.735 -0.006
H 5.6333 -4.3971 2.4446 0.472 -0.570 -0.966
H 4.1338 -4.4984 1.8787 -0.237 -0.136 0.124
```
Positions in Å, forces in eV/Å.

Output
**HOMO**: -8.14 eV
**Kohn-Sham gap**: 8.3 eV
**Strongest force on any atom**: 0.05666 hartree/bohr
**Charge**: 0

Here are the Löwdin charges for atoms 1 to 4, given in e: -0.215, -0.252, -0.077, -0.081